A 13-piece molecular cluster, C17H60N12O13 overall in a non-equilibrium geometry. Source: OMol25; level of theory: ωB97M-V/def2-TZVPD.

## Properties
LUMO ... -0.30 eV
Orbital gap ... 8.1918 eV
E_HOMO ... -8.49 eV
Maximum force ... 12.1 eV/A

Bonds (Å) are listed after each position.
Geometry (Å):
1 C 7.86 -4.19 23.19  C2 1.587, H4 1.079, H5 1.086, H6 1.088
2 C 7.14 -4.28 24.60  C1 1.587, O3 1.410, H7 1.075, H8 1.057
3 O 6.00 -3.50 24.34  C2 1.410, H9 0.995
4 H 8.14 -3.17 22.98  C1 1.079
5 H 7.18 -4.50 22.39  C1 1.086
6 H 8.72 -4.84 23.07  C1 1.088
7 H 7.62 -3.81 25.43  C2 1.075
8 H 6.79 -5.25 24.85  C2 1.057
9 H 5.39 -3.98 23.72  O3 0.995
10 C 2.10 -2.94 19.94  C11 1.546, H13 1.004, H14 1.094, H15 1.096
11 C 2.06 -3.32 21.44  C10 1.546, O12 1.352, H16 1.130, H17 1.078
12 O 2.30 -4.64 21.66  C11 1.352, H18 0.985
13 H 2.35 -3.78 19.44  C10 1.004
14 H 2.70 -2.07 19.66  C10 1.094
15 H 1.09 -2.69 19.62  C10 1.096
16 H 1.11 -2.94 21.92  C11 1.130
17 H 2.87 -2.81 21.94  C11 1.078
18 H 2.72 -4.79 22.54  O12 0.985
19 C 2.31 -0.95 17.10  C20 1.532, H22 1.141, H23 1.030, H24 1.019
20 C 2.08 0.21 16.12  C19 1.532, O21 1.393, H25 1.089, H26 1.068
21 O 0.76 0.33 15.68  C20 1.393, H27 0.979
22 H 2.07 -2.00 16.72  C19 1.141
23 H 1.70 -0.70 17.89  C19 1.030
24 H 3.28 -0.86 17.39  C19 1.019
25 H 2.77 0.08 15.28  C20 1.089
26 H 2.36 1.12 16.60  C20 1.068
27 H 0.84 1.02 14.99  O21 0.979
28 C 5.41 -2.76 20.59  C29 1.596, H31 1.124, H32 1.031, H33 1.102
29 C 5.51 -1.71 19.40  C28 1.596, O30 1.402, H34 1.074, H35 1.075
30 O 6.26 -2.22 18.33  C29 1.402, H36 0.982
31 H 5.13 -2.29 21.57  C28 1.124
32 H 6.32 -3.15 20.88  C28 1.031
33 H 4.75 -3.61 20.38  C28 1.102
34 H 5.93 -0.72 19.50  C29 1.074
35 H 4.57 -1.32 19.03  C29 1.075
36 H 6.23 -1.59 17.57  O30 0.982
37 C 9.65 -1.61 19.29  O38 1.421, N39 1.240, N40 1.296
38 O 10.93 -1.13 19.67  C37 1.421
39 N 9.36 -2.16 18.22  C37 1.240, H41 1.004, H42 0.970
40 N 8.59 -1.52 20.04  C37 1.296, H43 1.043, H44 1.030
41 H 10.06 -2.45 17.56  N39 1.004
42 H 8.47 -2.06 17.84  N39 0.970
43 H 8.60 -0.89 20.87  N40 1.043
44 H 7.72 -2.02 19.83  N40 1.030
45 C 4.67 1.96 18.62  O46 1.359, N47 1.306, N48 1.262
46 O 4.68 1.27 17.45  C45 1.359
47 N 3.72 2.67 19.17  C45 1.306, H49 1.052, H50 1.026
48 N 5.70 1.93 19.34  C45 1.262, H51 1.007, H52 1.107
49 H 2.80 2.77 18.66  N47 1.052
50 H 3.75 3.05 20.12  N47 1.026
51 H 6.46 1.48 18.86  N48 1.007
52 H 6.15 2.54 20.15  N48 1.107
53 C 3.64 -0.02 21.80  O54 1.343, N55 1.264, N56 1.346
54 O 3.28 -0.69 22.90  C53 1.343
55 N 4.80 0.44 21.57  C53 1.264, H57 1.025, H58 1.027
56 N 2.79 0.34 20.82  C53 1.346, H59 0.935, H60 1.035
57 H 5.49 0.01 22.19  N55 1.025
58 H 5.11 0.96 20.74  N55 1.027
59 H 1.95 -0.06 20.89  N56 0.935
60 H 3.08 0.85 19.97  N56 1.035
61 C 7.72 -5.36 19.46  O62 1.408, N63 1.280, N64 1.283
62 O 7.71 -6.60 20.14  C61 1.408
63 N 6.79 -4.91 18.71  C61 1.280, H65 1.017, H66 1.020
64 N 8.73 -4.58 19.48  C61 1.283, H67 1.037, H68 1.001
65 H 5.97 -5.46 18.47  N63 1.017
66 H 6.62 -3.90 18.63  N63 1.020
67 H 9.39 -4.78 20.26  N64 1.037
68 H 8.86 -3.68 19.05  N64 1.001
69 C 7.13 -0.74 15.84  O70 1.380, N71 1.302, N72 1.330
70 O 7.62 -1.88 15.26  C69 1.380
71 N 5.93 -0.66 16.33  C69 1.302, H73 1.074, H74 0.995
72 N 7.83 0.38 16.02  C69 1.330, H75 1.031, H76 1.042
73 H 5.24 -1.49 16.28  N71 1.074
74 H 5.55 0.20 16.67  N71 0.995
75 H 8.78 0.54 15.66  N72 1.031
76 H 7.30 1.27 16.00  N72 1.042
77 C 8.79 1.84 18.92  O78 1.373, N79 1.330, N80 1.295
78 O 9.17 2.75 17.96  C77 1.373
79 N 9.16 1.93 20.19  C77 1.330, H81 1.053, H82 1.056
80 N 8.07 0.80 18.65  C77 1.295, H83 1.051, H84 1.078
81 H 9.87 2.69 20.39  N79 1.053
82 H 8.99 1.26 20.99  N79 1.056
83 H 7.88 0.48 17.67  N80 1.051
84 H 8.14 -0.02 19.35  N80 1.078
85 C 4.19 -3.76 16.20  O86 1.341, H87 1.113, H88 1.082, H89 1.094
86 O 4.50 -2.77 15.35  C85 1.341, H90 1.006
87 H 3.84 -3.46 17.21  C85 1.113
88 H 5.08 -4.37 16.34  C85 1.082
89 H 3.40 -4.30 15.67  C85 1.094
90 H 3.85 -2.67 14.59  O86 1.006
91 C 4.51 -6.28 20.01  O92 1.408, H93 1.027, H94 1.073, H95 1.041
92 O 4.73 -6.60 18.66  C91 1.408, H96 0.977
93 H 3.77 -5.57 20.07  C91 1.027
94 H 5.35 -5.90 20.55  C91 1.073
95 H 4.18 -7.20 20.38  C91 1.041
96 H 4.26 -7.45 18.54  O92 0.977
97 C 6.00 -0.43 24.46  O98 1.404, H99 1.093, H100 1.129, H101 1.083
98 O 6.52 -1.06 23.32  C97 1.404, H102 0.936
99 H 6.67 -0.76 25.25  C97 1.093
100 H 4.92 -0.66 24.72  C97 1.129
101 H 6.17 0.64 24.37  C97 1.083
102 H 6.53 -2.00 23.42  O98 0.936

Atom charges from the Löwdin analysis, given in e for atoms 1 to 99: atom 1 (C): -0.050, atom 2 (C): -0.221, atom 3 (O): -0.134, atom 4 (H): 0.057, atom 5 (H): 0.050, atom 6 (H): 0.075, atom 7 (H): 0.113, atom 8 (H): 0.098, atom 9 (H): 0.120, atom 10 (C): -0.060, atom 11 (C): -0.352, atom 12 (O): -0.070, atom 13 (H): 0.023, atom 14 (H): 0.035, atom 15 (H): 0.083, atom 16 (H): 0.130, atom 17 (H): 0.062, atom 18 (H): 0.120, atom 19 (C): -0.068, atom 20 (C): -0.339, atom 21 (O): -0.062, atom 22 (H): 0.113, atom 23 (H): 0.042, atom 24 (H): -0.001, atom 25 (H): 0.111, atom 26 (H): 0.076, atom 27 (H): 0.102, atom 28 (C): -0.001, atom 29 (C): -0.251, atom 30 (O): -0.151, atom 31 (H): 0.077, atom 32 (H): 0.013, atom 33 (H): 0.069, atom 34 (H): 0.070, atom 35 (H): 0.074, atom 36 (H): 0.012, atom 37 (C): -0.641, atom 38 (O): -0.122, atom 39 (N): 0.193, atom 40 (N): 0.140, atom 41 (H): 0.164, atom 42 (H): 0.074, atom 43 (H): 0.144, atom 44 (H): 0.087, atom 45 (C): -0.625, atom 46 (O): -0.079, atom 47 (N): 0.169, atom 48 (N): 0.130, atom 49 (H): 0.161, atom 50 (H): 0.146, atom 51 (H): 0.049, atom 52 (H): 0.218, atom 53 (C): -0.635, atom 54 (O): -0.076, atom 55 (N): 0.182, atom 56 (N): 0.189, atom 57 (H): 0.082, atom 58 (H): 0.056, atom 59 (H): 0.055, atom 60 (H): 0.084, atom 61 (C): -0.636, atom 62 (O): -0.154, atom 63 (N): 0.184, atom 64 (N): 0.176, atom 65 (H): 0.063, atom 66 (H): 0.065, atom 67 (H): 0.142, atom 68 (H): 0.039, atom 69 (C): -0.585, atom 70 (O): -0.086, atom 71 (N): 0.145, atom 72 (N): 0.137, atom 73 (H): 0.123, atom 74 (H): 0.031, atom 75 (H): 0.158, atom 76 (H): 0.152, atom 77 (C): -0.638, atom 78 (O): -0.115, atom 79 (N): 0.151, atom 80 (N): 0.100, atom 81 (H): 0.147, atom 82 (H): 0.130, atom 83 (H): 0.064, atom 84 (H): 0.082, atom 85 (C): -0.195, atom 86 (O): -0.137, atom 87 (H): 0.076, atom 88 (H): 0.085, atom 89 (H): 0.100, atom 90 (H): 0.153, atom 91 (C): -0.139, atom 92 (O): -0.127, atom 93 (H): 0.021, atom 94 (H): 0.061, atom 95 (H): 0.082, atom 96 (H): 0.114, atom 97 (C): -0.155, atom 98 (O): -0.171, atom 99 (H): 0.080